The following is a quantum chemistry calculation of C4H7NO as an isolated structure in a non-equilibrium geometry, from the OMol25 dataset.

The geometry in XYZ format:
```
13
Properties=species:S:1:pos:R:3:forces:R:3:lowdin_charge:R:1
O 2.4859 -0.5739 -0.2616 -0.7 -2.2 1.2 -0.154
N 1.8865 0.6223 -0.0748 -0.9 0.2 -0.1 0.007
C 0.6190 0.5091 -0.2767 0.7 0.0 0.4 -0.344
C -0.0925 -0.7599 -0.3896 1.0 -1.7 1.4 -0.102
C -1.3793 -0.0424 0.1074 0.0 -0.3 0.3 -0.137
C -0.5809 1.3010 0.2082 0.0 0.1 -0.2 -0.094
H 1.7877 -1.3718 0.2429 2.4 2.5 -1.7 0.124
H -0.0508 -1.4643 -1.2146 -0.1 0.4 -0.3 0.108
H 0.6929 -1.5708 0.4437 -2.8 1.3 -1.0 0.163
H -2.2272 -0.0176 -0.5924 0.4 -0.2 0.1 0.109
H -1.7272 -0.4342 1.0613 -0.1 0.1 0.0 0.102
H -0.9353 2.0809 -0.4698 0.0 -0.1 0.1 0.106
H -0.4789 1.7216 1.2160 0.0 -0.1 -0.3 0.112
```
Positions in Å, forces in eV/Å.

As for the HOMO energy: -0.338 Eh. Its strongest force on any atom is 3.81 eV/A. Its energy relative to the best compared isomer or geometry (same formula, charge and spin) is 122.36 kcal per mole. As for the net charge: 0.

The following is a quantum chemistry calculation of C4H7NO in the gas phase in a non-equilibrium geometry, from the OMol25 dataset.

The geometry in XYZ format:
```
13
Properties=species:S:1:pos:R:3:forces:R:3:lowdin_charge:R:1
O -1.3004 0.9101 1.7317 1.5 0.4 -0.1 -0.049
C -0.6344 0.6258 0.4580 -0.6 -0.1 0.4 -0.246
C 0.6812 1.0054 -0.4981 -0.2 0.1 0.3 -0.037
C 0.5420 -0.4321 -0.9998 -0.2 0.1 -0.1 -0.273
N 1.0201 -1.2485 0.1132 -0.1 -0.1 0.2 0.059
C -0.3957 -0.8044 0.0955 -0.6 -0.1 0.0 -0.232
H -0.8799 0.5314 2.5093 0.5 -0.1 -0.1 0.077
H -1.4813 1.0222 -0.0728 0.1 -0.2 -1.4 0.129
H 1.6666 1.1634 -0.0462 -0.4 0.0 0.1 0.100
H 0.5177 1.7745 -1.2663 -0.3 -0.1 0.5 0.098
H 0.4546 -0.7775 -2.0280 0.3 0.1 0.3 0.140
H 0.9912 -2.2282 -0.1768 0.0 0.2 0.1 0.097
H -1.1819 -1.5422 0.1803 0.0 -0.2 -0.4 0.139
```
Positions in Å, forces in eV/Å.

As for the SMILES: O[C@H]1C[C@H]2N[C@@H]12. As for the HOMO energy: -0.336 Eh. Its strongest force on any atom is 1.57 eV/A. Its energy relative to the best compared isomer or geometry (same formula, charge and spin) is 85.97 kcal per mole. As for the net charge: 0.

The following is a quantum chemistry calculation of C4H7NO in the gas phase in a non-equilibrium geometry, from the OMol25 dataset.

The geometry in XYZ format:
```
13
Properties=species:S:1:pos:R:3:forces:R:3:lowdin_charge:R:1
C -0.7119 -1.1523 0.2004 1.6 -0.5 -2.8 -0.168
O -1.5168 -0.0320 -0.1836 0.2 -0.1 0.8 -0.143
C -0.6085 1.2005 -0.1481 -3.0 1.0 -5.5 -0.193
C 0.6023 0.7468 0.3103 2.8 -2.8 3.8 -0.205
N 1.8139 -0.0209 -0.1980 -1.6 2.6 -2.5 0.129
C 0.5988 -0.6237 -0.4453 -1.6 -0.3 -1.8 -0.253
H -1.0901 -2.0339 -0.3893 0.2 0.7 1.1 0.136
H -0.3825 -1.3330 1.2021 -1.2 -0.3 1.2 0.099
H -0.5674 1.6772 -1.1730 -0.4 -0.8 0.7 0.146
H -1.2196 1.7914 0.4280 -0.6 1.9 1.8 0.093
H 0.3058 0.5306 1.3997 1.6 -0.1 -1.1 0.159
H 2.3388 -0.2882 0.5277 2.3 -1.1 3.7 0.051
H 0.4371 -0.4623 -1.5308 -0.4 -0.3 0.6 0.149
```
Positions in Å, forces in eV/Å.

As for the SMILES: C1OC[C@@H]2N[C@@H]12. As for the HOMO energy: -0.332 Eh. Its strongest force on any atom is 6.31 eV/A. Its energy relative to the best compared isomer or geometry (same formula, charge and spin) is 144.70 kcal per mole. As for the net charge: 0.

The following is a quantum chemistry calculation of C4H7NO in the gas phase, from the OMol25 dataset.

The geometry in XYZ format:
```
13
Properties=species:S:1:pos:R:3:forces:R:3:lowdin_charge:R:1
C -0.5062 0.7658 -1.0747 -0.1 0.1 0.0 -0.122
C 0.9281 -1.4134 -0.8475 0.2 -0.3 0.3 0.053
C -0.1343 0.9672 0.4271 -0.1 0.4 -0.1 -0.262
N -0.0487 -0.0361 1.4911 -0.1 -0.7 -0.3 0.063
C 0.0306 -1.2718 1.3252 0.0 0.7 0.0 -0.199
O 0.1056 -1.8896 0.0651 0.2 -0.1 -0.4 -0.123
H 0.3035 0.5546 -1.7924 -0.1 -0.1 0.5 0.058
H -1.3134 0.0587 -1.2988 0.1 0.1 0.4 0.081
H -0.8706 1.7569 -1.3499 -0.1 0.0 -0.2 0.074
H 1.5285 -0.6169 -0.3246 0.0 -0.3 -0.2 0.026
H 0.8192 1.5086 0.4746 -0.2 0.0 0.0 0.117
H -0.8934 1.6465 0.8174 0.1 0.1 0.0 0.102
H 0.0286 -1.9976 2.1373 0.0 0.1 -0.2 0.132
```
Positions in Å, forces in eV/Å.

As for the HOMO energy: -0.326 Eh. Its strongest force on any atom is 0.80 eV/A. Its energy relative to the best compared isomer or geometry (same formula, charge and spin) is 114.06 kcal per mole. As for the net charge: 0.

The following is a quantum chemistry calculation of C4H7NO as an isolated structure, from the OMol25 dataset.

The geometry in XYZ format:
```
13
Properties=species:S:1:pos:R:3:forces:R:3:lowdin_charge:R:1
C -1.7505 -1.2587 -0.1908 -0.4 -0.1 -0.1 -0.019
C -0.2235 -0.8285 0.1910 0.4 -0.1 0.2 -0.596
O 0.4580 -1.5570 0.8661 -0.1 0.4 -0.2 0.067
C -0.5105 0.3622 -0.3766 0.0 -0.4 0.0 0.131
C 1.5593 1.7499 0.4366 0.2 0.0 -0.2 -0.156
N 2.0688 0.9549 -0.4180 -0.1 0.2 0.4 0.028
H -1.5792 -2.2271 -0.6708 0.0 0.2 0.0 0.099
H -2.3764 -0.6281 -0.8235 0.0 -0.1 0.1 0.076
H -2.2216 -1.3691 0.7861 0.0 0.0 -0.2 0.096
H -0.4370 0.4539 -1.4601 0.0 0.0 0.2 0.078
H 1.4570 1.5321 1.5066 0.0 -0.1 -0.2 0.081
H 1.2146 2.7340 0.1097 0.0 -0.1 0.0 0.068
H 2.3410 0.0818 0.0436 0.0 0.1 -0.1 0.046
```
Positions in Å, forces in eV/Å.

As for the HOMO energy: -0.353 Eh. Its strongest force on any atom is 0.48 eV/A. Its energy relative to the best compared isomer or geometry (same formula, charge and spin) is 118.40 kcal per mole. As for the net charge: 0.

The following is a quantum chemistry calculation of C4H7NO in the gas phase, from the OMol25 dataset.

The geometry in XYZ format:
```
13
Properties=species:S:1:pos:R:3:forces:R:3:lowdin_charge:R:1
O -2.2132 -0.3235 1.9711 0.2 -0.4 -0.2 0.026
C -1.4903 -0.7643 1.1044 -0.1 0.1 0.1 -0.368
N -0.1280 -0.6197 1.0749 -0.2 0.3 0.1 0.039
C 0.5208 -0.4799 -0.2046 0.1 -0.1 -0.2 -0.309
C 1.2976 0.7846 -0.4660 0.1 0.1 0.1 -0.108
C -0.0221 0.5785 -1.1441 -0.2 0.0 -0.1 -0.110
H -1.8568 -1.3541 0.2393 -0.1 0.2 0.1 0.143
H 0.2430 -0.1033 1.8610 0.0 0.1 -0.1 0.140
H 0.8745 -1.4299 -0.5974 0.1 0.3 -0.2 0.136
H 1.3544 1.5160 0.3364 -0.1 -0.2 -0.1 0.104
H 2.1945 0.7462 -1.0788 -0.2 -0.2 0.2 0.101
H -0.0366 0.4233 -2.2200 0.1 -0.2 0.3 0.101
H -0.8728 1.1456 -0.7733 0.2 -0.1 0.0 0.106
```
Positions in Å, forces in eV/Å.

As for the SMILES: O=CNC1CC1. As for the HOMO energy: -0.359 Eh. Its strongest force on any atom is 0.47 eV/A. Its energy relative to the best compared isomer or geometry (same formula, charge and spin) is 32.63 kcal per mole. As for the net charge: 0.

The following is a quantum chemistry calculation of C4H7NO as an isolated structure, from the OMol25 dataset.

The geometry in XYZ format:
```
13
Properties=species:S:1:pos:R:3:forces:R:3:lowdin_charge:R:1
C 1.2810 -0.7797 0.1261 0.2 -0.1 -0.1 -0.111
N 0.6649 -0.1886 -0.9180 0.2 0.0 0.0 -0.070
C 0.1559 1.1310 -0.4991 0.0 0.2 0.0 -0.202
C -1.1226 0.5946 0.1389 -0.1 0.0 0.0 -0.091
C -0.7317 -0.8894 0.0585 -0.4 -0.4 0.1 -0.445
O -1.2909 -1.9128 -0.2053 0.3 0.4 0.1 0.076
H 0.1698 -0.9742 1.0360 0.0 0.0 0.0 0.167
H 1.5478 -1.8280 -0.0076 -0.1 0.1 0.0 0.116
H 1.9130 -0.2085 0.8223 -0.1 -0.1 -0.1 0.108
H -0.0186 1.7725 -1.3645 0.0 -0.1 0.1 0.108
H 0.8186 1.6599 0.2003 -0.1 -0.1 -0.1 0.108
H -1.4096 0.9179 1.1435 0.1 -0.1 -0.2 0.113
H -1.9774 0.7052 -0.5311 0.1 0.0 0.1 0.123
```
Positions in Å, forces in eV/Å.

As for the HOMO energy: -0.323 Eh. Its strongest force on any atom is 0.58 eV/A. Its energy relative to the best compared isomer or geometry (same formula, charge and spin) is 103.45 kcal per mole. As for the net charge: 0.

The following is a quantum chemistry calculation of a 2-piece molecular cluster, C4H7NO overall in a non-equilibrium geometry, from the OMol25 dataset.

The geometry in XYZ format:
```
13
Properties=species:S:1:pos:R:3:forces:R:3:lowdin_charge:R:1
C -1.1045 1.7570 0.0731 0.1 0.0 0.1 -0.124
C -0.8692 0.4735 -0.6882 -0.2 0.4 -0.2 -0.179
C 1.3079 -1.1428 0.3349 -0.3 0.2 -0.2 -0.044
O 2.5415 -1.4482 0.6848 0.6 -0.3 -0.1 0.029
C -1.1818 -0.7559 -0.1736 0.1 -1.4 0.7 -0.369
N -1.1591 -1.8379 0.3219 -0.2 1.5 -0.7 0.125
H -2.0744 2.2184 -0.1684 0.2 -0.2 0.0 0.072
H -1.0844 1.5872 1.1563 0.0 0.0 -0.2 0.074
H -0.3288 2.4955 -0.1692 -0.2 -0.2 0.0 0.069
H -0.7763 0.5479 -1.7720 0.0 -0.1 0.2 0.094
H 0.9620 -1.3715 -0.6589 0.0 0.0 0.2 0.063
H 0.7754 -0.5602 1.0638 0.0 -0.1 -0.1 0.068
H 2.9916 -1.9630 -0.0044 -0.2 0.2 0.2 0.122
```
Positions in Å, forces in eV/Å.

As for the HOMO energy (spin up / spin down): -0.299 / -0.269 Eh. Its strongest force on any atom is 1.62 eV/A. Its energy relative to the best compared isomer or geometry (same formula, charge and spin) is 106.55 kcal per mole. As for the net charge: 0.

The following is a quantum chemistry calculation of C4H7NO in the gas phase, from the OMol25 dataset.

The geometry in XYZ format:
```
13
Properties=species:S:1:pos:R:3:forces:R:3:lowdin_charge:R:1
C 0.1821 -1.7006 -0.1860 -0.3 -0.1 0.2 -0.249
N -0.8455 -1.3658 0.4667 0.3 -0.1 -0.2 0.051
C -1.2543 0.0273 0.3662 -0.1 0.2 0.0 -0.219
C -0.1182 1.0568 0.1959 0.0 0.0 0.1 -0.152
C 1.1766 0.4253 -0.3441 0.1 0.2 0.1 -0.169
O 1.0166 -0.8934 -0.8836 -0.1 0.0 0.0 -0.063
H 0.4764 -2.7472 -0.2650 0.0 0.1 0.0 0.127
H -1.8569 0.2731 1.2464 0.1 0.0 -0.1 0.104
H -1.9338 0.0896 -0.4933 0.1 0.0 0.1 0.116
H 0.1109 1.5039 1.1680 0.0 0.0 -0.1 0.105
H -0.4640 1.8697 -0.4540 0.1 -0.2 0.1 0.106
H 1.6097 1.0092 -1.1586 -0.1 0.0 0.1 0.120
H 1.9244 0.3561 0.4584 -0.2 0.0 -0.2 0.122
```
Positions in Å, forces in eV/Å.

As for the SMILES: C1=NCCCO1. As for the HOMO energy: -0.358 Eh. Its strongest force on any atom is 0.40 eV/A. Its energy relative to the best compared isomer or geometry (same formula, charge and spin) is 31.79 kcal per mole. As for the net charge: 0.

Number 1: molar mass 85.11 g/mol, energy -286.43666 hartree. Number 2: molar mass 85.11 g/mol, energy -286.49465 hartree. Number 3: molar mass 85.11 g/mol, energy -286.40105 hartree. Number 4: molar mass 85.11 g/mol, energy -286.44989 hartree. Number 5: molar mass 85.11 g/mol, energy -286.44296 hartree. Number 6: molar mass 85.11 g/mol, energy -286.57966 hartree. Number 7: molar mass 85.11 g/mol, energy -286.46679 hartree. Number 8: molar mass 85.11 g/mol, energy -286.46184 hartree. Number 9: molar mass 85.11 g/mol, energy -286.58099 hartree.